(1)
The following is a quantum chemistry calculation of a molecular structure, C35H52AsMnOP3S, from OMol25.

CARTESIAN COORDINATES (ANGSTROEM)
Mn 0.88230 -0.48374 0.01006
P 1.32809 -0.94164 -2.39652
P 0.44679 -2.82442 0.81686
P 3.97771 -1.44503 0.66102
H 3.87332 7.72737 4.06962
C 4.75269 7.41426 3.49403
C 4.89790 7.74215 2.20010
H 4.13902 8.33041 1.66944
C 0.09824 0.09608 -3.25782
C 1.01982 -2.59528 -3.08971
C 2.88860 -0.43940 -3.19842
C 0.38775 -2.81128 2.64894
C -1.24839 -3.25724 0.29146
C 1.36617 -4.36475 0.43270
C 5.12371 -0.08159 0.53322
C 4.30281 -2.65926 -0.61591
C 4.11666 -2.23189 2.27006
H 5.53750 6.87857 4.04140
H 5.80737 7.48578 1.64304
H -0.02718 1.04402 -2.72346
H -0.87597 -0.40814 -3.27603
H 0.44667 0.27927 -4.28236
H 0.07236 -2.99309 -2.70956
H 1.83106 -3.28158 -2.81628
H 0.96793 -2.50972 -4.18244
H 3.05470 0.63312 -3.05405
H 2.81510 -0.66380 -4.27160
H 3.74102 -0.98073 -2.78104
H 0.03800 -3.78104 3.03180
H -0.30365 -2.02596 2.98384
H 1.38594 -2.59955 3.05694
H -1.45326 -4.32470 0.45586
H -1.35668 -3.03375 -0.77696
H -1.98217 -2.64318 0.83226
H 0.76108 -5.23414 0.72959
H 2.31842 -4.40507 0.97326
H 1.55340 -4.44059 -0.64567
H 6.13710 -0.44349 0.76227
H 4.85268 0.71327 1.24046
H 5.10236 0.34718 -0.47790
H 5.19503 -3.23079 -0.32539
H 4.50081 -2.17445 -1.57555
H 3.46497 -3.35707 -0.73727
H 5.18185 -2.38350 2.50197
H 3.61317 -3.20945 2.28049
H 3.68432 -1.59295 3.05324
C 2.40511 2.53640 1.09693
C 2.52512 2.03007 2.41161
C 3.03440 2.84327 3.42822
C 3.39438 4.17101 3.16117
C 3.26498 4.68637 1.86814
C 2.77500 3.88436 0.84433
S 1.86337 1.63620 -0.25436
H 2.60070 -0.85520 0.46540
H 2.21125 1.00740 2.62067
H 3.15725 2.45647 4.43920
H 3.76780 4.82657 3.95242
H 3.54485 5.72180 1.66396
H 2.66321 4.26073 -0.16942
O -1.26863 -0.08672 -0.35400
As -2.92699 -0.07649 -0.72746
C -3.37974 -1.44166 -2.04761
C -3.32179 -1.15727 -3.42458
C -3.69545 -2.12950 -4.36404
C -4.17409 -3.37133 -3.93684
C -4.27945 -3.64984 -2.57275
C -3.90627 -2.67861 -1.63386
C -3.88719 -0.57331 0.87960
C -3.24002 -0.62474 2.11891
C -3.96755 -0.99854 3.25412
C -5.33634 -1.27167 3.16136
C -5.98532 -1.17606 1.92617
C -5.26610 -0.81922 0.77698
C -3.54261 1.71652 -1.09610
C -3.22728 2.73373 -0.17970
C -3.87408 3.97554 -0.27353
C -4.79691 4.20749 -1.30015
C -5.05050 3.21351 -2.25269
C -4.43498 1.95672 -2.15054
H -3.02264 -0.16274 -3.76215
H -3.62712 -1.90311 -5.43457
H -4.48341 -4.11896 -4.67031
H -4.66969 -4.61530 -2.23248
H -4.04865 -2.88359 -0.57409
H -2.17745 -0.38254 2.18682
H -3.45707 -1.08134 4.21343
H -5.90463 -1.55641 4.05036
H -7.05455 -1.38985 1.84513
H -5.77221 -0.75844 -0.19197
H -2.48735 2.54844 0.60265
H -3.65829 4.76008 0.45759
H -5.31846 5.16653 -1.35909
H -5.73949 3.41042 -3.07439
H -4.64228 1.17355 -2.87851

**Multiplicity**: 4
**Total charge**: +4
**Max |F|**: 2.60 eV Å⁻¹
**LUMO (spin up / spin down)**: -12.64 / -14.64 eV
**Molecular weight**: 743.65 Da
**HOMO level (spin up / spin down)**: -16.36 / -16.36 eV



(2)
The following is a quantum chemistry calculation of a molecular structure, C46H92Br6O20S10, from OMol25.

CARTESIAN COORDINATES (ANGSTROEM)
C -1.58871 -0.40838 0.16466
C -0.53802 -0.71641 -0.88821
C 0.51147 0.37275 -0.74759
S 0.85944 0.40269 1.02430
O 0.96878 1.79775 1.45510
O 1.81485 -0.60096 1.43981
C -0.78258 -0.24406 1.50067
H -2.17310 -1.32784 0.13027
H -2.30193 0.35531 -0.14553
H -1.03766 -0.76949 -1.85549
H -0.07304 -1.69837 -0.80072
H 0.22975 1.39882 -0.98405
H 1.38296 0.14036 -1.35965
H -1.24201 0.53016 2.11516
H -0.62160 -1.18262 2.03103
C -4.86743 3.06452 2.64671
C -5.21408 1.82929 1.79797
C -4.26293 1.69387 0.60391
S -2.72884 2.62710 0.95586
O -2.37429 3.17741 -0.34050
O -1.87362 1.72949 1.80025
C -3.69777 3.84568 2.01397
H -4.49487 2.66667 3.59066
H -5.72967 3.71368 2.79909
H -6.24564 1.90408 1.45389
H -5.36560 0.95225 2.42721
H -4.58105 2.07404 -0.36685
H -4.07996 0.66206 0.30391
H -4.05805 4.64189 1.36255
H -2.94975 4.38421 2.59581
C 3.24259 2.79882 -1.20083
C 2.59734 1.71318 -0.35075
C 2.79754 2.04437 1.10849
S 4.51867 2.67860 1.18170
O 5.44021 1.61125 1.16935
O 4.56668 3.64196 2.32562
C 4.44189 3.44033 -0.50563
H 2.50929 3.60481 -1.22829
H 3.53528 2.37570 -2.16178
H 3.05488 0.73905 -0.52341
H 1.56829 1.45550 -0.60129
H 2.83989 1.26429 1.86863
H 2.03743 2.75439 1.43436
H 5.38693 3.29643 -1.02938
H 4.38283 4.49368 -0.23167
C 2.23767 -4.34444 3.54126
C 2.72041 -2.84073 3.54518
C 1.49909 -1.93311 3.50769
S 0.01630 -3.01968 3.14288
O -0.76008 -2.54678 1.98169
O -0.65014 -3.29620 4.40760
C 1.04775 -4.47064 2.57638
H 1.92021 -4.80099 4.47875
H 2.99280 -5.07858 3.26033
H 3.37479 -2.76610 2.67667
H 3.38723 -2.67337 4.39103
H 1.54096 -1.16625 2.73422
H 1.16082 -1.35518 4.36774
H 1.39014 -4.29018 1.55741
H 0.45878 -5.36867 2.76281
C 1.30690 -1.23562 -4.72585
C 1.04498 -2.62049 -5.35574
C -0.33589 -3.00863 -4.92070
S -0.47404 -2.53666 -3.15845
O 0.09253 -3.56592 -2.34172
O -1.80266 -1.99123 -2.80502
C 0.78034 -1.25699 -3.27971
H 0.95741 -0.41091 -5.34700
H 2.36547 -0.98423 -4.65989
H 1.72246 -3.38156 -4.96857
H 1.07504 -2.63568 -6.44523
H -0.69320 -4.03077 -5.04586
H -1.05369 -2.45702 -5.52783
H 1.52350 -1.65941 -2.59134
H 0.44519 -0.30558 -2.86668
C -0.25056 4.66664 3.30741
C 0.66941 3.70527 2.45237
C 1.72674 3.05816 3.38092
S 1.88098 4.10744 4.88169
O 3.20952 4.64720 5.12865
O 1.20908 3.48332 6.03371
C 0.74613 5.38967 4.21430
H -1.00122 4.05124 3.80330
H -0.87166 5.32518 2.70023
H 1.16064 4.26339 1.65531
H 0.10926 2.94803 1.90379
H 2.71284 3.10659 2.91901
H 1.58753 1.99140 3.55622
H 1.33878 6.06537 3.59762
H 0.40230 6.04915 5.01116
C 3.69201 2.75671 -4.47945
C 3.80985 1.25029 -4.58657
C 2.91031 0.65905 -3.41508
S 1.35518 1.59582 -3.34419
O 1.15342 1.77153 -1.91030
O 0.32516 0.92255 -4.13882
C 2.21343 3.15737 -4.18805
H 4.07105 3.23778 -5.38113
H 4.32802 2.90536 -3.60681
H 4.85320 1.00158 -4.39247
H 3.52932 0.90185 -5.58055
H 3.52959 0.74608 -2.52232
H 2.64387 -0.39669 -3.36491
H 2.28938 3.87229 -3.36878
H 1.65634 3.63308 -4.99518
C -2.47166 2.14746 -3.77195
C -2.18481 2.03300 -2.28957
C -1.00433 2.94369 -1.85406
S -0.79608 4.20130 -3.09632
O 0.54323 4.07391 -3.69872
O -1.26127 5.45890 -2.52741
C -2.11788 3.58170 -4.18008
H -3.51014 1.94061 -4.03059
H -1.81974 1.44192 -4.28703
H -2.13107 1.00423 -1.93342
H -3.11351 2.29647 -1.78339
H -0.10659 2.33642 -1.96972
H -1.04348 3.36464 -0.84937
H -1.91977 3.77418 -5.23449
H -2.90574 4.24021 -3.81436
C -2.25514 -3.23730 -0.24302
C -1.75496 -3.81692 -1.62403
C -0.69553 -4.82245 -1.40821
S -1.13627 -5.74128 0.20940
O -0.09705 -5.68370 1.26792
O -1.76260 -7.03123 -0.11052
C -2.45398 -4.49541 0.66062
H -3.08748 -2.53536 -0.29400
H -1.56454 -2.54605 0.24005
H -1.48122 -3.09368 -2.39220
H -2.57240 -4.29872 -2.16047
H 0.22199 -4.32127 -1.09983
H -0.39160 -5.54252 -2.16796
H -2.46455 -4.29079 1.73119
H -3.44809 -4.92752 0.54612
C -3.31803 -0.65447 2.62284
C -2.27351 -0.76537 3.81222
C -2.68731 -1.91614 4.77040
S -3.31458 -3.19285 3.56863
O -4.64356 -3.56629 3.98905
O -2.31075 -4.22543 3.35872
C -3.48069 -2.08719 2.07757
H -2.90234 -0.01955 1.84043
H -4.26625 -0.17587 2.86761
H -2.15914 0.19476 4.31538
H -1.26134 -0.96879 3.46259
H -3.41560 -1.55228 5.49516
H -1.89203 -2.44679 5.29390
H -4.28093 -2.40768 1.41048
H -2.60193 -2.35841 1.49248
Br -3.98601 -0.90520 0.16573
C -3.41867 -1.01325 -1.80517
C -4.14698 -2.16857 -2.53539
Br -6.12926 -1.71278 -2.62975
H -2.36600 -1.29562 -1.82099
H -3.58790 -0.06248 -2.31064
H -3.89375 -3.12323 -2.07430
H -3.81537 -2.25193 -3.57037
Br 3.34908 -0.54251 -1.51331
C 3.11560 -2.22106 -0.51033
C 1.89652 -2.97357 -1.00403
Br 1.45663 -4.49072 0.16059
H 3.03744 -2.02767 0.55952
H 4.05112 -2.77599 -0.58071
H 1.88555 -3.26261 -2.05495
H 1.01225 -2.33703 -1.03551
Br 5.57024 -1.95565 1.06245
C 3.98199 -0.75835 1.40575
C 4.51259 0.24088 2.45760
Br 4.71368 -0.54634 4.27192
H 3.08288 -1.31753 1.66463
H 3.82528 -0.19223 0.48756
H 3.83091 1.07048 2.64519
H 5.53066 0.54142 2.21001

**Total charge**: 0
**Max |F|**: 13.35 eV Å⁻¹
**LUMO**: -0.59 eV
**Molecular weight**: 1765.32 Da
**HOMO level**: -8.00 eV



(3)
The following is a quantum chemistry calculation of a molecular structure, C29H67InO5P, from OMol25.

CARTESIAN COORDINATES (ANGSTROEM)
C -7.12890 -2.27485 -2.33149
C -5.68615 -1.87990 -2.14338
O -5.32718 -1.16504 -1.23402
O -4.86615 -2.35240 -3.12416
C -3.83416 -3.29047 -2.74763
C -4.22493 -4.28452 -1.66027
C -3.50343 -5.64220 -1.79057
C -2.08277 -5.62874 -2.36971
C -1.04218 -4.73612 -1.66420
C -0.05740 -4.09332 -2.66736
C 0.19046 -2.58195 -2.44089
C 1.66836 -2.16073 -2.61096
In 2.25182 -0.80104 -0.92812
C 4.15647 0.30162 -1.30078
C 5.06995 0.49098 -0.08340
C 6.54847 0.80548 -0.46489
C 7.49080 -0.15173 0.26323
C 6.89710 2.25114 -0.12417
P 2.18862 -2.27480 1.13111
C 0.88619 -1.74719 2.33124
C 3.78544 -2.37595 2.07006
H -7.59576 -2.44382 -1.37124
H -7.17089 -3.18548 -2.91995
H -7.64765 -1.51639 -2.90894
H -2.94056 -2.76491 -2.42825
H -3.60738 -3.82131 -3.66409
H -5.28957 -4.49833 -1.67314
H -3.96171 -3.85513 -0.69661
H -4.10823 -6.24773 -2.46901
H -3.52209 -6.16102 -0.83574
H -1.72397 -6.65621 -2.32019
H -2.15187 -5.40686 -3.43116
H -0.48838 -5.38066 -0.98933
H -1.51717 -3.96532 -1.06613
H 0.89082 -4.61644 -2.59483
H -0.42371 -4.22153 -3.68556
H -0.45144 -2.02365 -3.11892
H -0.11745 -2.36341 -1.41893
H 2.27951 -3.05768 -2.51992
H 1.86301 -1.71663 -3.58454
H 0.90601 0.38272 -0.77717
H 3.86823 1.29401 -1.64826
H 4.72054 -0.16814 -2.10553
H 4.72584 1.34343 0.49843
H 5.10167 -0.39004 0.55114
H 6.69694 0.67732 -1.53545
H 7.16429 -1.17439 0.08211
H 8.52706 -0.04180 -0.04822
H 7.39931 -0.00396 1.33861
H 6.74077 2.43429 0.93639
H 7.91277 2.51414 -0.41653
H 6.20543 2.89158 -0.66964
H -0.01530 -1.53892 1.76408
H 0.66136 -2.52958 3.04812
H 1.15291 -0.82856 2.85169
H 4.04075 -1.41409 2.51694
H 4.57273 -2.58981 1.35241
H 3.79251 -3.14981 2.83180
C -4.93207 1.96770 -3.46076
C -3.82918 1.69493 -2.45031
O -2.55637 2.16434 -2.85293
C -2.43942 3.55200 -3.06930
C -2.74370 4.39859 -1.84388
H -4.68184 1.52334 -4.42570
H -5.87119 1.53695 -3.10965
H -5.09439 3.03604 -3.61815
H -3.71873 0.62021 -2.32085
H -4.09498 2.10023 -1.46772
H -3.06162 3.86601 -3.91814
H -1.40256 3.71015 -3.36730
H -3.77732 4.28443 -1.51367
H -2.58050 5.45438 -2.06704
H -2.09590 4.11045 -1.01550
C 4.40344 7.28467 2.01489
C 4.44673 5.79014 2.28843
O 5.42665 5.09623 1.54462
C 6.76789 5.48986 1.74639
C 7.24979 5.33344 3.17930
H 4.23871 7.47201 0.95307
H 3.59201 7.74459 2.58035
H 5.33160 7.78183 2.30162
H 3.49727 5.34038 1.99954
H 4.57071 5.59825 3.36089
H 6.92464 6.51749 1.39522
H 7.35939 4.84404 1.09794
H 6.69620 5.97028 3.87131
H 8.30437 5.60263 3.25152
H 7.12860 4.30080 3.50887
C -5.73372 -0.68676 5.78062
C -4.31205 -0.53242 5.26292
O -3.85041 -1.62865 4.50645
C -4.58353 -1.93088 3.33403
C -4.65036 -0.80017 2.32190
H -5.82363 -1.59228 6.38291
H -6.00287 0.17158 6.39832
H -6.45949 -0.75253 4.96890
H -3.62550 -0.45674 6.10690
H -4.21006 0.39797 4.69214
H -5.59491 -2.26716 3.59861
H -4.07645 -2.78765 2.88961
H -5.16564 0.07485 2.72393
H -5.19060 -1.12192 1.43122
H -3.64874 -0.48775 2.02445

**Total charge**: -1
**Max |F|**: 1.49 eV Å⁻¹
**LUMO**: 2.28 eV
**Molecular weight**: 641.64 Da
**HOMO level**: -3.09 eV



(4)
The following is a quantum chemistry calculation of 9 unconnected molecules or ions with the total composition H18O9, from OMol25.

CARTESIAN COORDINATES (ANGSTROEM)
O -32.56608 -12.93470 7.21027
H -31.80374 -13.27601 7.67778
H -32.33421 -12.02979 7.00145
O -34.92641 -15.37592 2.79723
H -34.71967 -14.84959 3.56953
H -34.10286 -15.81045 2.57545
O -34.26960 -14.54735 5.70225
H -33.80375 -15.37764 5.60300
H -33.68652 -14.00730 6.23573
O -36.50729 -9.61572 6.21312
H -36.15061 -10.49196 6.35879
H -37.45086 -9.75192 6.12730
O -36.46752 -15.91068 7.04962
H -37.16388 -15.66063 6.44234
H -35.69609 -15.43719 6.73825
O -38.22668 -12.20675 3.89941
H -39.11859 -12.09872 4.22964
H -37.66680 -11.98514 4.64349
O -34.90513 -13.00871 8.91329
H -34.15959 -12.42047 8.79338
H -34.65336 -13.56861 9.64771
O -36.00161 -10.25171 9.79421
H -35.63859 -11.07427 9.46581
H -36.11237 -10.39649 10.73390
O -35.42314 -12.13072 6.20251
H -35.40748 -12.48362 7.09214
H -34.96648 -12.78683 5.67600

**SMILES**: O.O.O.O.O.O.O.O.O
**Total charge**: 0
**Energy relative to the best compared isomer or geometry (same formula, charge and spin)**: 2.3579 eV
**Max |F|**: 0.92 eV Å⁻¹
**LUMO**: -0.51 eV
**Molecular weight**: 162.14 Da
**HOMO level**: -10.50 eV